68
Properties=species:S:1:pos:R:3 method="wB97M-V/def2-TZVPD" e_above_lowest_ev=0.385 s2=2.00 lumo_energy_ev="0.30 / 0.31" multiplicity=3 homo_ev="-7.103 / -7.111"
Tm -0.2402 -0.1346 0.3621
C -1.3233 -2.9718 3.3627
C -0.9946 -1.6194 3.9946
C 0.3669 -1.0439 3.5494
N 0.2370 0.0928 2.6473
C 0.0568 1.3090 3.1410
C -0.0889 1.5609 4.5226
C -0.3419 2.7176 5.2381
C -0.5597 4.0126 4.7988
C -0.4899 4.4452 3.4841
C -0.1572 3.7483 2.3393
C 0.1501 2.3873 2.1119
N 0.5781 1.9441 0.9427
C 1.1122 2.8417 -0.0645
C 2.3424 2.1907 -0.7073
C 2.0725 0.9927 -1.6270
N 1.6550 -0.1850 -0.8667
C 2.3264 -1.3195 -0.9368
C 3.2942 -1.5838 -1.9416
C 4.3544 -2.4634 -1.9892
C 4.7728 -3.3835 -1.0388
C 4.0539 -3.7544 0.0816
C 2.7764 -3.3859 0.4710
C 1.8910 -2.3875 0.0145
N 0.6439 -2.2655 0.4522
C -0.0035 -3.3752 1.1419
C -1.3282 -2.9642 1.8240
H -2.3121 -3.2711 3.7179
H -0.6179 -3.7256 3.7249
H -1.0265 -1.7230 5.0824
H -1.7691 -0.8987 3.7199
H 0.9305 -1.8048 3.0067
H 0.9789 -0.7851 4.4167
H -0.0065 0.6853 5.1518
H -0.4068 2.5776 6.3122
H -0.7989 4.7546 5.5503
H -0.7099 5.4968 3.3307
H -0.1538 4.3515 1.4399
H 1.4444 3.7850 0.3787
H 0.3621 3.0703 -0.8323
H 3.0008 1.8565 0.0982
H 2.8724 2.9482 -1.2900
H 2.9891 0.8114 -2.1855
H 1.2887 1.2604 -2.3433
H 3.2023 -0.9526 -2.8154
H 4.9678 -2.3934 -2.8813
H 5.7177 -3.8837 -1.2105
H 4.5241 -4.4974 0.7169
H 2.4091 -3.9375 1.3262
H 0.6379 -3.8359 1.8987
H -0.2095 -4.1508 0.3962
H -2.1137 -3.6351 1.4774
H -1.6113 -1.9638 1.4846
F -4.3066 2.9219 -1.0482
C -3.7955 2.4646 0.0854
F -3.0100 3.3836 0.6274
F -4.7645 2.1470 0.9285
S -2.7546 0.9729 -0.2493
O -1.5640 1.4292 -0.9365
O -2.4552 0.4041 1.0476
N -3.6909 0.1248 -1.1833
S -2.8827 -1.1209 -1.7441
O -3.7060 -2.1531 -2.2538
O -1.8146 -1.4545 -0.8139
C -1.8768 -0.4783 -3.2031
F -0.6328 -0.2257 -2.7610
F -1.8057 -1.4062 -4.1447
F -2.3905 0.6261 -3.7224

***

13
Properties=species:S:1:pos:R:3 method="wB97M-V/def2-TZVPD" e_above_lowest_ev=4.034 lumo_energy_ev=-0.14 homo_ev=-8.206
C 1.1949 -1.4872 -0.4249
C 0.7437 -0.2455 -0.5575
C -0.2435 0.1312 -1.6744
N -0.7330 0.2417 -2.7226
C 0.1081 0.7495 0.2888
O 0.8431 1.9014 0.5187
C -0.9749 0.5402 1.0813
O -1.7640 -0.5648 0.9762
H 1.8530 -1.7336 0.4049
H 1.1300 -2.2035 -1.2404
H 1.6892 1.8263 0.0467
H -1.2489 1.2428 1.8578
H -2.5977 -0.3986 1.4453

***

21
Properties=species:S:1:pos:R:3 method="wB97M-V/def2-TZVPD" e_above_lowest_ev=0.742 lumo_energy_ev=0.21 homo_ev=-8.561
C -2.5970 -1.6018 -1.2803
C -2.3657 -0.0711 -1.4740
S -0.6512 0.3712 -1.9196
C 0.1023 0.8654 -0.3240
H -3.6132 -1.8238 -1.5986
H -2.3871 -1.8888 -0.2512
H -1.8874 -2.1383 -1.9026
H -2.5689 0.3831 -0.4993
H -2.9741 0.3250 -2.2770
H 0.4660 1.8564 -0.5437
H -0.6312 0.9634 0.4678
H 0.9219 0.1908 -0.1042
O 0.1950 0.0578 2.8499
H -0.5275 -0.2155 2.2780
H -0.0433 -0.1041 3.7674
O 3.0207 0.0448 1.7114
H 2.2427 0.6129 1.6850
H 2.7858 -0.5938 2.4076
O 3.6481 1.2142 -1.2206
H 3.0421 0.5163 -1.4827
H 3.8218 1.0359 -0.2895

***

61
Properties=species:S:1:pos:R:3 method="wB97M-V/def2-TZVPD" lumo_energy_ev=0.77 homo_ev=-6.077 total_charge=-1
C -2.1008 0.3706 4.4423
C -2.1666 -1.2481 4.6055
N -2.2248 -1.7458 5.8259
C -2.1136 -2.1448 3.2638
C -0.7381 -1.7151 2.5226
C 0.6334 -2.0323 3.1875
C 1.9459 -1.6158 2.4697
C 1.8596 -0.8608 1.1172
C 0.5108 -0.4709 0.4081
C -0.7873 -0.9566 1.1671
S -2.3863 -0.5420 0.2938
C -1.8975 -0.7864 -1.4950
C -2.8854 -1.4404 -2.4849
C -2.4412 -1.6796 -3.9750
O -3.3937 -2.3298 -4.8259
N -3.0925 -2.1573 -6.1635
O -3.5779 -1.0952 -6.4633
C -1.0260 -1.1983 -4.3863
C -0.0327 -0.5330 -3.3601
C -0.4399 -0.3133 -1.8572
N 0.5055 0.2860 -0.8621
C 0.0335 1.7001 -0.6983
C 0.8384 2.5649 0.3875
C 2.2134 3.2192 -0.1990
C 3.4396 2.1748 -0.2328
N 3.5425 1.4476 -1.5337
C 3.9725 2.4512 -2.5955
C 4.6235 0.4436 -1.5342
C 4.6088 -0.8252 -2.5461
O 5.6243 0.5570 -0.7728
H -1.3268 0.7164 5.2174
H -3.1132 0.7993 4.7682
H -1.7703 0.7010 3.4031
H -2.2250 -0.9051 6.4421
H -3.0439 -1.9113 2.6162
H -2.0714 -3.2697 3.5162
H 0.7296 -2.5621 4.1905
H 2.9883 -1.8201 2.9174
H 2.8599 -0.5797 0.6228
H -3.9332 -1.7781 -2.1447
H -0.6952 -1.3673 -5.4782
H 0.9951 -0.2254 -3.7701
H -1.0821 1.8164 -0.4813
H 0.2126 2.2179 -1.7200
H 0.1687 3.4799 0.6297
H 1.0115 2.0394 1.3892
H 2.0443 3.7838 -1.1762
H 2.5093 4.0196 0.5862
H 4.4209 2.7705 -0.0751
H 3.3291 1.5055 0.6839
H 4.8845 2.0110 -3.1547
H 4.3482 3.4371 -2.1328
H 3.1188 2.7016 -3.3111
H 4.8243 -0.4320 -3.6139
H 5.4627 -1.5615 -2.2948
H 3.6043 -1.3639 -2.4854
F -7.4392 0.1469 1.2514
Al -6.2614 -0.7496 2.2303
F -5.8583 -2.2776 1.4205
F -6.9541 -1.0902 3.8279
F -4.7852 0.2229 2.4198

***

15
Properties=species:S:1:pos:R:3 method="wB97M-V/def2-TZVPD" e_above_lowest_ev=4.473 lumo_energy_ev="-0.62 / -0.97" homo_ev="-8.215 / -10.522"
C 1.4468 0.3026 0.1745
C -0.7144 1.9965 0.6698
C -0.8445 0.9922 -0.2212
C 0.0232 -0.9862 -1.5084
C 0.1976 0.0210 -0.4351
N 2.5690 0.3580 0.4524
N 0.2047 -1.2544 1.8047
H -1.5313 2.7029 0.8593
H 0.2399 2.3751 1.1431
H -1.8337 0.7868 -0.7181
H 0.9327 -1.5338 -1.7772
H -0.7328 -1.6972 -1.1319
H -0.3371 -0.4488 -2.3899
H -0.5701 -1.6928 1.2363
H 0.9501 -1.9219 1.8417

***

11
Properties=species:S:1:pos:R:3 method="wB97M-V/def2-TZVPD" e_above_lowest_ev=0.371 lumo_energy_ev=1.05 homo_ev=-10.010
F -1.6923 -1.2271 0.8067
C -1.1324 -0.6503 -0.3235
Cl -2.3400 0.0000 -1.4752
C -0.1644 0.4003 0.1524
C 1.2619 -0.0412 0.5128
N 0.8816 0.7579 -0.6809
H -0.6582 -1.4048 -0.9475
H -0.6479 1.1226 0.7878
H 1.6406 0.4485 1.4378
H 1.5578 -1.0794 0.3815
H 1.2932 1.6734 -0.6519

***

81
Properties=species:S:1:pos:R:3 method="wB97M-V/def2-TZVPD" e_above_lowest_ev=0.589 lumo_energy_ev=0.20 homo_ev=-7.805
Ca -0.5384 0.1892 -0.7177
C 2.3469 -1.4389 -2.5571
C 1.5031 -2.1883 -3.5931
C 1.4923 -3.6802 -3.2680
C 0.1273 -1.5586 -3.6426
C -0.9998 -2.1383 -3.0727
C -2.2366 -1.5061 -3.1324
C -2.3795 -0.2853 -3.7810
C -3.7157 0.3710 -3.9444
C -1.2484 0.3029 -4.3397
C -0.0205 -0.3210 -4.2696
H 3.3723 -1.8045 -2.5576
H 1.9238 -1.6049 -1.5629
H 2.3475 -0.3671 -2.7556
H 1.9692 -2.0562 -4.5782
H 1.0852 -3.8532 -2.2733
H 2.5093 -4.0680 -3.2894
H 0.8964 -4.2334 -3.9904
H -0.9473 -3.1152 -2.6062
H -3.1082 -2.0107 -2.7237
H -3.9811 0.3993 -5.0022
H -3.6642 1.3977 -3.5846
H -4.4957 -0.1641 -3.4056
H -1.3441 1.2586 -4.8350
H 0.8365 0.1376 -4.7445
Se 1.7005 0.3370 0.9122
P 1.3985 -1.7671 1.3484
Se -0.1410 -2.7753 0.2388
C 1.1176 -1.9953 3.1474
C 1.0745 -3.2950 3.6395
C 0.8937 -3.5078 4.9926
C 0.7524 -2.4293 5.8514
C 0.7703 -1.1368 5.3557
C 0.9496 -0.9168 4.0025
C 3.0079 -2.6098 1.0963
C 3.1604 -3.6905 0.2410
C 4.4237 -4.1997 -0.0008
C 5.5277 -3.6358 0.6146
C 5.3705 -2.5745 1.4921
C 4.1132 -2.0593 1.7349
H 1.1768 -4.1249 2.9528
H 0.8665 -4.5152 5.3804
H 0.6251 -2.5974 6.9099
H 0.6501 -0.2973 6.0240
H 0.9717 0.0902 3.6042
H 2.2900 -4.1261 -0.2305
H 4.5485 -5.0298 -0.6800
H 6.5156 -4.0169 0.4063
H 6.2312 -2.1380 1.9758
H 3.9766 -1.2193 2.4032
O -2.0401 2.9467 -2.7256
S -1.0927 2.7024 -1.6683
O 0.0318 1.8384 -2.0236
N -1.7135 1.9291 -0.4442
C -2.5239 2.2991 0.5596
C -3.1831 3.5133 0.6923
C -3.9954 3.7636 1.7977
C -4.1382 2.8460 2.8097
C -3.4795 1.6049 2.7305
C -3.5723 0.6055 3.7242
C -2.9516 -0.5983 3.5280
C -2.2268 -0.7998 2.3467
N -2.0831 0.1165 1.4228
C -2.6885 1.3085 1.5882
C -0.3724 4.2895 -1.2003
C 0.7686 4.3618 -0.4224
C 1.3452 5.5974 -0.1718
C 0.7702 6.7505 -0.6845
C -0.3762 6.6716 -1.4604
C -0.9443 5.4361 -1.7212
H -3.0722 4.2574 -0.0838
H -4.5261 4.7034 1.8536
H -4.7624 3.0516 3.6671
H -4.1436 0.8038 4.6214
H -3.0125 -1.3967 4.2507
H -1.7589 -1.7569 2.1573
H 1.2137 3.4570 -0.0298
H 2.2551 5.6554 0.4085
H 1.2158 7.7150 -0.4819
H -0.8237 7.5600 -1.8842
H -1.8213 5.3357 -2.3416

***

9
Properties=species:S:1:pos:R:3 method="wB97M-V/def2-TZVPD" e_above_lowest_ev=2.994 lumo_energy_ev=0.65 homo_ev=-8.952
N 2.0451 -0.4457 -0.1544
N 0.7672 -0.6520 0.2380
N -0.1614 0.1665 -0.0441
O -0.2124 1.3109 -0.5616
O -1.4900 -0.4969 0.2333
S -2.8039 0.4078 -0.0123
H 2.5912 -1.3346 -0.2791
H 2.4024 0.4879 -0.6104
H -3.1381 0.5563 1.1906

***

50
Properties=species:S:1:pos:R:3 method="wB97M-V/def2-TZVPD" e_above_lowest_ev=0.372 s2=2.00 lumo_energy_ev="5.49 / 5.49" multiplicity=3 homo_ev="0.452 / 0.495" total_charge=-3
Pt 0.0801 -0.0195 -0.7113
As -2.0668 -1.7221 -3.1714
F -0.7704 -1.4154 -1.9063
F -3.0140 -0.3226 -2.4659
F -3.2416 -1.9733 -4.4754
F -1.0856 -3.1435 -3.7217
F -2.9423 -2.8647 -2.0861
F -1.2193 -0.5279 -4.2663
As 2.0986 3.1658 0.4426
F 2.7929 2.3408 1.8415
F 0.9274 4.0513 1.3742
F 1.4548 4.0545 -1.0148
F 3.3133 2.3924 -0.6537
F 0.9060 1.8648 0.2424
F 3.1549 4.5952 0.6588
As 2.3718 0.8512 -3.8214
F 0.8818 1.0446 -4.7905
F 2.3456 -0.9018 -4.3223
F 3.8174 0.6035 -2.7893
F 2.3747 2.6508 -3.3572
F 1.3454 0.4497 -2.4293
F 3.3315 1.2262 -5.2507
O 2.4175 -2.4647 1.5214
C 1.6678 -1.6514 0.7580
O 0.4443 -1.7237 0.6585
O 2.1435 -0.6508 0.2129
H 1.7426 -2.9831 1.9656
O -2.4063 2.1746 -3.4476
C -1.3158 2.3681 -2.7076
O -0.9979 1.5670 -1.8151
O -0.5266 3.3325 -2.9769
H -2.9064 1.5172 -2.9582
C -1.3654 -1.9075 3.0664
C -2.7944 -1.4447 2.6148
C -2.7717 -1.1212 1.1135
F -4.0198 -0.8334 0.6747
F -1.8516 -0.2177 0.6181
F -3.7086 -2.4315 2.8348
F -3.2999 -0.4021 3.3079
O -0.4065 -0.8706 3.1072
C 0.3650 -0.8246 4.2922
C 1.4540 0.1877 4.1525
F 1.1779 1.5014 4.2170
F 2.3790 0.1135 5.0838
F -0.3660 -0.6419 5.4339
F 1.0304 -1.9775 4.3362
H -1.0040 -2.8400 2.6328
H -1.4791 -2.2122 4.1067
H -2.4966 -2.0605 0.6338
H 2.0386 0.0972 3.2370

***

19
Properties=species:S:1:pos:R:3 method="wB97M-V/def2-TZVPD" e_above_lowest_ev=7.987 lumo_energy_ev=0.91 homo_ev=-8.164
C -0.2287 -2.6931 1.0779
C 0.8114 0.1093 0.2966
C 1.5554 0.5433 -1.0224
C -1.0768 1.1092 -1.4605
C -1.1361 0.5910 0.0194
C -0.0808 1.1112 0.9316
H -0.5678 -3.8813 1.4223
H 1.0172 -2.2077 1.5667
H 1.3752 -0.5504 1.0900
H 2.2876 -0.3152 -1.5590
H 2.2318 1.5501 -0.6865
H -1.6778 1.9920 -1.3433
H -1.5061 0.2339 -2.0739
H -2.0703 0.6071 0.6095
H 0.2580 2.0492 0.5094
H -0.2245 1.0408 2.0164
N -0.9303 -1.7729 0.5845
N -0.4260 -0.7170 -0.0656
O 0.3885 1.2006 -1.9133

***

105
Properties=species:S:1:pos:R:3 method="wB97M-V/def2-TZVPD" lumo_energy_ev=-0.98 homo_ev=-9.777
C -2.5145 0.7331 0.9568
C -1.6523 0.4009 -0.2486
C -0.6988 1.5501 -0.6556
C -1.3692 2.3320 -1.7957
C -0.9911 1.8301 -3.2012
C -2.0920 1.0372 -3.9255
C -1.6390 -0.3125 -4.4934
C -1.7668 -1.5081 -3.5551
C -3.2365 -1.9495 -3.3238
C -3.5318 -2.2696 -1.8550
C -4.8989 -1.8223 -1.3263
C -5.2807 -0.4067 -1.7305
C -6.2721 0.2565 -0.7831
C -6.0431 1.7554 -0.6187
C -5.9545 2.5778 -1.9001
C -7.3152 2.8095 -2.5513
C -7.8494 1.6746 -3.3443
C -7.3798 1.0024 -4.3889
I -5.6354 1.3120 -5.4700
C -8.3546 -0.0667 -4.7737
O -8.2639 -0.8906 -5.6613
O -9.4227 0.0460 -3.9216
C -9.2028 1.1037 -3.0511
O -10.0257 1.4558 -2.2139
H -3.2507 -0.0577 1.0881
H -1.9500 0.7940 1.8807
H -3.0750 1.6501 0.8133
H -2.3299 0.2696 -1.0832
H -1.1493 -0.5433 -0.0834
H -0.4674 2.1867 0.1889
H 0.2027 1.0962 -1.0409
H -1.1375 3.3857 -1.6761
H -2.4466 2.2450 -1.6801
H -0.7493 2.7118 -3.7834
H -0.0693 1.2610 -3.1499
H -2.9317 0.9150 -3.2492
H -2.4255 1.6321 -4.7686
H -0.5854 -0.2181 -4.7485
H -2.1418 -0.5056 -5.4359
H -1.2416 -2.3302 -4.0314
H -1.2857 -1.2576 -2.6174
H -3.4208 -2.8160 -3.9443
H -3.8584 -1.1488 -3.7116
H -2.7601 -1.8974 -1.1958
H -3.4960 -3.3517 -1.7537
H -5.6613 -2.5482 -1.5913
H -4.8396 -1.8399 -0.2396
H -4.3839 0.2047 -1.7992
H -5.7209 -0.4475 -2.7204
H -6.1647 -0.1878 0.2029
H -7.2962 0.0636 -1.0949
H -5.0893 1.8691 -0.1071
H -6.7926 2.1901 0.0365
H -5.5746 3.5552 -1.6211
H -5.2246 2.1572 -2.5790
H -8.0179 3.0083 -1.7491
H -7.3206 3.6993 -3.1725
C 2.7471 -3.3180 2.3644
C 1.2848 -2.9808 2.6265
C 0.4564 -2.8845 1.3396
C 0.9744 -1.8349 0.4623
N 1.3869 -1.0059 -0.2152
H 3.2383 -2.5419 1.7744
H 3.2858 -3.4052 3.3071
H 2.8438 -4.2652 1.8297
H 1.2234 -2.0376 3.1711
H 0.8478 -3.7457 3.2686
H -0.5837 -2.6531 1.5733
H 0.4766 -3.8292 0.7947
C 5.0147 -5.9112 7.5354
C 5.5370 -5.0460 6.3942
C 4.9230 -3.6414 6.3809
C 3.4694 -3.7007 6.2171
N 2.3299 -3.7474 6.0842
H 3.9400 -6.0760 7.4501
H 5.4982 -6.8876 7.5266
H 5.2121 -5.4462 8.5028
H 5.3339 -5.5388 5.4417
H 6.6204 -4.9486 6.4784
H 5.3342 -3.0507 5.5621
H 5.1423 -3.1185 7.3124
C 6.2586 1.2181 -1.3694
C 5.5847 0.8937 -0.0402
C 4.0609 1.0419 -0.0933
C 3.6850 2.4165 -0.4296
N 3.4173 3.5017 -0.6929
H 6.0850 2.2551 -1.6600
H 7.3375 1.0727 -1.2990
H 5.8846 0.5741 -2.1671
H 5.9835 1.5467 0.7395
H 5.8270 -0.1311 0.2472
H 3.6179 0.7891 0.8692
H 3.6335 0.3721 -0.8391
C 7.5028 5.1058 1.6644
C 8.6790 4.4322 2.3631
C 8.5001 2.9157 2.4948
C 7.3094 2.5917 3.2831
N 6.3657 2.3555 3.8930
H 6.5783 4.9798 2.2287
H 7.6811 6.1757 1.5623
H 7.3492 4.6936 0.6653
H 8.8136 4.8684 3.3542
H 9.5949 4.6252 1.8021
H 9.3653 2.4655 2.9813
H 8.3945 2.4592 1.5091

***

17
Properties=species:S:1:pos:R:3 method="wB97M-V/def2-TZVPD" e_above_lowest_ev=4.289 lumo_energy_ev="-6.44 / -6.31" homo_ev="-13.579 / -13.542" total_charge=+1
C 0.4923 -1.6965 0.6481
C 1.8178 -1.5323 0.3260
C 1.5187 0.6690 -0.2655
C -1.4171 1.1424 -1.1915
C -1.7361 1.1734 0.1098
C -1.4464 -0.1268 0.9295
N -0.2999 -0.7115 0.3943
O 2.2259 -0.4699 -0.2945
O 1.7889 1.5384 -1.1225
H 0.3104 -2.5058 1.4478
H 2.4403 -2.3352 0.6908
H -1.6038 2.0837 -1.7955
H -0.9529 0.2284 -1.5694
H -2.2144 2.0137 0.6165
H -1.2426 0.0720 1.9980
H -2.2486 -0.8955 0.6685
H 2.5674 1.3523 -1.5902